# 1
Computed, not measured: a molecular structure, C42H41NO3P2SSn in a non-equilibrium geometry, with ωB97M-V/def2-TZVPD.

Geometry as XYZ:
```
91
Properties=species:S:1:pos:R:3:forces:R:3:mulliken_charge:R:1
Sn 1.208645 -1.072515 0.956390 1.8 -0.3 1.6 0.784
C -2.661263 0.625115 5.621141 0.3 1.0 2.6 -0.385
C -2.507345 0.410358 4.309302 0.6 -0.7 -2.4 0.273
C -3.059639 1.206179 3.190461 -0.5 0.0 -0.3 -1.260
C -2.046816 2.185785 2.531018 -0.1 -0.8 -0.5 -0.091
C -1.083442 2.840495 3.475300 -0.4 0.4 0.2 -0.403
C -1.429121 3.337461 4.665171 1.0 0.6 -0.5 -0.286
C -2.667515 3.138990 5.467390 -0.2 0.4 0.0 -0.917
C -2.436058 1.895947 6.380354 -0.8 0.4 -0.2 -0.505
C 2.714852 0.367589 1.654726 -0.7 0.1 -0.2 -1.127
H -3.000557 -0.220472 6.203426 0.4 -0.5 0.3 0.447
H -1.999569 -0.518075 3.976634 -0.5 0.3 0.4 0.520
H -3.936768 1.789242 3.499660 0.3 -0.5 0.0 0.509
H -3.388165 0.433821 2.470153 0.0 0.6 0.0 0.466
H -1.486908 1.633718 1.756432 -0.2 0.2 0.2 0.039
H -2.694597 2.923153 2.034693 0.5 -0.1 -0.1 0.465
H -0.072261 2.982135 3.084163 -0.4 0.2 0.2 0.331
H -0.707445 3.997139 5.145593 0.2 -0.5 0.1 0.301
H -3.569401 3.052452 4.847227 0.2 -0.1 0.4 0.321
H -2.823147 4.032042 6.094094 0.1 -0.5 0.0 0.414
H -1.380155 1.931874 6.728064 -0.3 -0.3 -0.2 0.247
H -3.053760 1.931600 7.290289 0.1 -0.3 -0.3 0.473
H 2.189212 0.920728 2.470935 1.0 -0.1 -0.9 0.228
H 3.089217 0.960668 0.795816 -0.2 -0.1 0.6 0.272
H 3.547412 -0.234679 2.059040 -0.3 0.2 0.0 0.424
P 0.162199 -2.063943 -3.308392 -1.8 0.1 -0.4 0.377
P 2.021086 0.280896 -3.842910 -0.2 1.8 -2.1 0.276
C -0.564393 -0.517696 -3.924679 1.0 1.1 -0.1 -0.787
C 0.297821 0.416165 -4.384818 -1.0 -1.3 0.5 -0.961
C -0.471711 -3.177497 -4.663554 0.9 -0.3 0.2 0.361
C -1.544015 -2.836621 -5.496753 0.0 0.0 -0.1 0.134
C -1.959393 -3.714290 -6.501752 0.2 -0.1 0.2 -0.679
C -1.298247 -4.933788 -6.687534 0.1 0.1 0.3 -0.465
C -0.209790 -5.267489 -5.865854 -0.3 0.0 -0.2 -0.616
C 0.216188 -4.389451 -4.869377 -0.3 0.2 0.0 -0.531
C -1.027361 -2.332731 -1.922707 0.4 0.3 0.2 0.307
C -0.994027 -1.399977 -0.865040 -0.2 -0.3 -0.5 -0.469
C -1.840590 -1.549752 0.236552 -0.2 0.0 -0.3 0.552
C -2.797264 -2.572464 0.233146 0.2 0.2 -0.3 -0.882
C -2.865432 -3.463572 -0.847696 0.1 0.2 0.2 -0.899
C -1.953326 -3.371261 -1.903555 -0.3 0.0 0.3 -0.488
C 2.736019 0.804859 -5.499823 0.5 -0.5 0.4 0.346
C 2.470559 -0.010435 -6.619515 -0.1 0.2 0.0 -0.343
C 2.754126 0.453270 -7.905848 0.0 0.0 0.2 -0.614
C 3.350280 1.710008 -8.084286 0.0 -0.2 0.2 -0.443
C 3.722873 2.467757 -6.967897 -0.1 -0.2 0.1 -0.616
C 3.446130 2.002919 -5.675726 0.0 0.2 -0.2 -0.274
C 2.143381 1.855653 -2.891109 0.6 -0.5 0.8 0.525
C 3.315498 2.057919 -2.134822 -0.2 0.2 -0.2 -0.593
C 3.516139 3.265248 -1.465443 -0.1 0.1 -0.1 -0.635
C 2.537236 4.267727 -1.518608 0.0 -0.3 0.0 -0.536
C 1.353812 4.049673 -2.229724 0.1 -0.2 0.0 -0.785
C 1.148330 2.838528 -2.898270 0.0 0.2 0.0 0.030
H -1.648587 -0.396760 -3.913316 0.2 -0.1 -0.3 0.860
H 0.014421 1.246965 -5.034311 0.0 -0.1 0.3 0.990
H -2.056871 -1.884866 -5.374763 0.0 -0.3 -0.1 0.353
H -2.804942 -3.444735 -7.136118 0.3 -0.1 0.2 0.404
H -1.636145 -5.621913 -7.469744 0.2 0.3 0.3 0.392
H 0.295076 -6.223648 -6.008926 -0.1 0.3 0.0 0.398
H 1.075000 -4.636356 -4.243452 -0.2 0.0 -0.2 0.399
H -0.217824 -0.612000 -0.919314 -1.0 -0.3 -0.2 0.478
H -1.732262 -0.913163 1.123719 -0.2 -0.1 -0.4 0.048
H -3.495953 -2.648002 1.071822 0.3 -0.1 -0.4 0.409
H -3.634569 -4.232787 -0.865340 0.2 0.1 0.0 0.409
H -1.995689 -4.081617 -2.728042 0.0 0.1 0.2 0.418
H 2.002238 -0.987467 -6.481762 0.1 0.2 -0.1 0.418
H 2.499538 -0.162550 -8.771849 0.1 0.2 0.3 0.399
H 3.541182 2.086469 -9.092578 0.0 -0.2 0.4 0.392
H 4.222754 3.428575 -7.105410 -0.2 -0.3 0.1 0.399
H 3.754325 2.599901 -4.817088 -0.2 -0.1 -0.2 0.334
H 4.076887 1.278356 -2.096332 -0.1 0.2 0.0 0.445
H 4.440288 3.432622 -0.909330 -0.3 -0.1 -0.1 0.498
H 2.690499 5.211479 -0.990894 0.0 -0.3 -0.2 0.430
H 0.582417 4.821328 -2.267794 0.3 -0.2 0.0 0.440
H 0.218225 2.673966 -3.438086 0.2 0.2 0.2 0.420
O 1.182406 2.047475 6.067437 0.2 -0.5 -0.4 -0.597
S 1.677212 0.771799 5.603131 -0.8 -0.3 0.1 1.167
O 3.086988 0.492000 5.657424 -0.9 0.2 -0.2 -0.702
N 1.054762 0.405418 4.109140 -0.1 -0.6 -0.4 -0.134
C 0.445435 -0.765217 4.040584 1.5 1.5 -0.3 -0.185
O 0.175233 -1.311580 2.883887 -0.4 0.1 0.8 -0.810
C 0.137773 -1.332235 5.394680 -0.2 -0.5 0.7 0.567
C -0.625872 -2.430450 5.822946 0.3 0.1 -0.6 -0.228
C -0.793040 -2.670754 7.191682 0.2 0.3 0.3 -0.630
C -0.264361 -1.782896 8.157443 -0.1 -0.1 -0.6 -0.557
C 0.490694 -0.680430 7.726350 0.0 -0.3 -0.1 -0.648
C 0.716176 -0.516035 6.360787 -0.2 -0.1 1.2 0.345
H -1.040008 -3.095199 5.059947 0.0 0.1 0.4 0.475
H -1.326381 -3.564541 7.520254 0.1 0.3 -0.1 0.418
H -0.429145 -1.948888 9.231414 0.1 0.0 -0.6 0.439
H 0.910608 0.027359 8.440368 0.0 -0.2 -0.2 0.515
```
Forces are in eV/Å.

Computed properties:
* charge: +2
* 2S+1: 1
* HOMO (alpha / beta): -0.4612 / -0.4610 hartree
* calculated total energy: -87074.381 eV
* HOMO-LUMO gap (alpha / beta): 4.32 / 4.23 eV
* molar mass: 820.52 g mol⁻¹

---

# 2
Computed, not measured: a single C3H6FN3 molecule, with ωB97M-V/def2-TZVPD.

Geometry as XYZ:
```
13
Properties=species:S:1:pos:R:3:forces:R:3:mulliken_charge:R:1
H -1.616960 1.269267 -0.233389 0.3 0.1 0.0 0.360
N -2.196233 0.463680 -0.056136 -0.5 -0.3 0.1 -0.672
C -1.614614 -0.649433 -0.070002 0.2 0.1 -0.1 0.023
N -0.265338 -0.982317 -0.228609 0.4 -0.5 -0.1 -0.219
C 0.899376 -0.243826 -0.063886 0.7 0.3 0.1 0.634
C 0.783152 1.186690 0.399592 0.2 0.6 0.5 -0.437
F 0.199395 1.978265 -0.596144 0.0 0.0 0.0 -0.304
N 2.092128 -0.689478 -0.205165 -0.9 0.2 0.1 -0.635
H 2.064206 -1.664263 -0.479899 0.2 -0.4 -0.1 0.202
H -2.183221 -1.571398 0.032742 -0.3 0.1 0.0 0.311
H -0.113341 -1.973832 -0.394941 0.0 0.4 0.1 0.211
H 0.153718 1.272082 1.313375 0.4 -0.1 -0.5 0.293
H 1.797731 1.604569 0.582466 -0.7 -0.5 -0.1 0.233
```
Forces are in eV/Å.

Computed properties:
* structure (SMILES): [H]/N=C\N/C(CF)=N\[H]
* 2S+1: 1
* HOMO: -0.3563 hartree
* calculated total energy: -10395.350 eV
* HOMO-LUMO gap: 10.34 eV
* molar mass: 103.10 g mol⁻¹